No. 1
Density functional theory data (ωB97M-V/def2-TZVPD) for a molecular structure, C28H29FNOZr in a non-equilibrium geometry.

Maximum force, eV/A: 5.42
Kohn-Sham gap, eV: 6.64
LUMO level, Ha: -0.15054
ΔE to the lowest compared entry with this formula, charge and spin, kcal/mol: 55.0
E_tot, Ha: -1360.95422
Net charge: +1

CARTESIAN COORDINATES (ANGSTROEM)
C -1.794 2.772 0.049
C -2.231 1.698 -0.796
C -2.241 0.505 -0.029
H -2.628 1.773 -1.807
C -1.815 0.832 1.298
C -1.526 2.236 1.356
H -1.816 0.133 2.120
C 1.743 2.373 -2.389
C 0.325 2.185 -2.607
C 0.099 0.774 -2.689
H -0.417 2.965 -2.839
C 1.368 0.101 -2.517
C 2.371 1.109 -2.333
H -2.571 -0.489 -0.337
H -1.152 2.745 2.236
H -1.733 3.831 -0.243
H 3.442 0.902 -2.222
H -0.805 0.276 -3.041
H 2.242 3.344 -2.355
Zr 0.135 1.205 0.048
C 1.426 -1.327 -1.927
C 2.828 -1.898 -1.831
C 0.400 -2.232 -2.573
H 3.274 -1.920 -2.834
H 2.817 -2.922 -1.426
H 3.467 -1.308 -1.155
H 0.612 -2.336 -3.645
H -0.610 -1.821 -2.468
H 0.396 -3.217 -2.102
C 0.943 -0.926 -0.503
C 0.632 -1.410 0.880
H -0.148 -0.629 -0.824
H 1.752 -0.130 -0.267
O 0.274 -0.295 1.505
N 0.508 -2.595 1.408
C -0.722 -3.046 2.133
H 1.282 -3.249 1.334
C -1.980 -2.930 1.313
C -3.162 -2.491 1.932
H -3.116 -2.202 2.986
C -4.354 -2.422 1.210
H -5.275 -2.110 1.723
C -4.380 -2.805 -0.136
H -5.322 -2.813 -0.680
C -3.209 -3.246 -0.762
H -3.216 -3.591 -1.803
C -2.013 -3.313 -0.030
H -1.094 -3.702 -0.481
H -0.802 -2.435 3.033
H -0.579 -4.085 2.451
F 3.767 4.935 3.680
C 3.113 4.128 2.775
C 2.326 4.726 1.800
C 1.663 3.874 0.904
C 1.780 2.499 1.028
C 2.595 1.928 1.982
C 3.276 2.755 2.881
H 2.228 5.808 1.756
H 1.031 4.310 0.127
H 2.682 0.838 2.045
H 3.912 2.336 3.661

***

No. 2
Density functional theory data (ωB97M-V/def2-TZVPD) for 2 unconnected molecules or ions with the total composition C2H7NO3 in a non-equilibrium geometry.

Structure (SMILES): O=CNCO.O
Maximum force, eV/A: 1.26
Kohn-Sham gap, eV: 11.09
LUMO level, Ha: 0.02517
ΔE to the lowest compared entry with this formula, charge and spin, kcal/mol: 24.4
E_tot, Ha: -360.87478

CARTESIAN COORDINATES (ANGSTROEM)
O 1.011 -1.343 1.070
C 0.016 -1.939 0.758
N -0.963 -1.515 -0.093
C -1.003 -0.156 -0.546
O -0.332 0.127 -1.751
H -0.244 -2.940 1.149
H -1.610 -2.209 -0.424
H -2.044 0.152 -0.612
H -0.552 0.497 0.207
H 0.558 -0.233 -1.712
H 0.581 3.112 0.935
H 1.427 4.280 1.286
O 1.142 3.781 0.542

***

No. 3
Density functional theory data (ωB97M-V/def2-TZVPD) for a molecular structure, C9H12NP in a non-equilibrium geometry.

Maximum force, eV/A: 3.37
Kohn-Sham gap, eV: 7.64
LUMO level, Ha: 0.00616
ΔE to the lowest compared entry with this formula, charge and spin, kcal/mol: 62.5
E_tot, Ha: -746.11407

CARTESIAN COORDINATES (ANGSTROEM)
C 1.886 -1.841 -0.315
C -0.003 -0.741 -0.401
C 0.551 0.512 -0.375
C 0.603 -1.959 0.025
C 1.831 0.794 0.184
C -1.522 -0.901 -0.738
C -0.088 1.633 -1.164
C 0.145 -3.182 0.914
C 1.974 2.171 0.787
N 2.898 -1.416 -0.885
P 3.381 0.033 0.086
H -2.029 -0.016 -0.348
H -1.955 -1.799 -0.371
H -1.653 -0.888 -1.815
H -0.622 2.353 -0.421
H -0.744 1.131 -1.893
H 0.752 2.101 -1.591
H -0.911 -2.972 1.027
H 0.720 -3.247 1.824
H 0.428 -4.129 0.324
H 1.178 2.274 1.549
H 1.625 2.861 0.019
H 2.874 2.704 0.963

***

No. 4
Density functional theory data (ωB97M-V/def2-TZVPD) for 4 unconnected molecules or ions with the total composition CH11N2O3 in a non-equilibrium geometry.

Maximum force, eV/A: 1.54
Kohn-Sham gap (spin up / spin down), eV: 4.58 / 8.58
LUMO level (spin up / spin down), Ha: 0.02155 / 0.02090
ΔE to the lowest compared entry with this formula, charge and spin, kcal/mol: 0.0
2S+1: 2
<S²>: 0.7532
E_tot, Ha: -379.84234

CARTESIAN COORDINATES (ANGSTROEM)
N 0.289 -0.452 -0.359
C 0.074 -0.023 -1.657
N -0.943 0.837 -2.032
H -0.237 -0.103 0.410
H 1.214 -0.823 -0.213
H 0.817 -0.371 -2.354
H -0.690 1.495 -2.749
H -1.894 0.720 -1.724
H 3.554 -0.405 -1.105
H 3.695 -1.349 0.224
O 3.166 -1.042 -0.498
H -3.229 -0.229 0.465
H -2.187 -0.186 1.595
O -2.337 0.013 0.665
H -0.373 0.344 3.827
H -0.547 1.251 2.652
O -0.372 0.323 2.852

***

No. 5
Density functional theory data (ωB97M-V/def2-TZVPD) for 2 unconnected molecules or ions with the total composition C38H44N3O2S in a non-equilibrium geometry.

Maximum force, eV/A: 2.36
Kohn-Sham gap, eV: 3.89
LUMO level, Ha: -0.16880
E_tot, Ha: -2187.06845
Net charge: +1

CARTESIAN COORDINATES (ANGSTROEM)
C 1.544 -1.412 3.072
O 2.193 -0.145 2.926
C 1.939 0.621 1.809
C 3.032 0.636 0.838
C 2.835 0.535 -0.556
C 3.927 0.642 -1.418
C 5.216 0.847 -0.919
C 5.416 0.914 0.465
C 4.340 0.781 1.338
C 0.890 1.541 1.929
N 0.915 2.863 1.523
C 2.004 3.438 0.754
C -0.138 3.634 1.964
C -0.292 5.043 1.490
C -0.918 2.985 2.872
C -1.982 3.575 3.729
S -0.482 1.322 3.021
H 2.006 -1.920 3.925
H 0.472 -1.261 3.251
H 1.729 -1.986 2.158
H 1.816 0.392 -0.921
H 3.771 0.581 -2.496
H 6.065 0.918 -1.605
H 6.417 1.071 0.873
H 4.482 0.833 2.420
H 1.852 4.519 0.737
H 2.978 3.243 1.217
H 2.008 3.082 -0.281
H -1.281 5.408 1.786
H 0.440 5.747 1.914
H -0.239 5.138 0.395
H -2.302 4.548 3.351
H -2.859 2.920 3.773
H -1.635 3.727 4.761
C 3.762 -8.792 0.357
N 3.102 -7.778 1.145
C 3.312 -7.680 2.494
O 3.975 -8.452 3.190
C 2.588 -6.437 2.982
C 3.517 -5.489 3.748
C 4.578 -4.952 2.828
C 5.679 -5.757 2.520
C 6.617 -5.340 1.579
C 6.458 -4.104 0.941
C 5.381 -3.275 1.279
C 4.473 -3.680 2.258
N 2.050 -5.872 1.750
C 1.443 -4.673 1.731
C 0.979 -4.034 0.585
C 0.341 -2.790 0.611
C -0.219 -2.155 -0.544
C -1.195 -1.136 -0.352
C -2.104 -0.843 -1.359
C -1.987 -1.473 -2.615
C -0.890 -2.310 -2.877
C 0.032 -2.602 -1.867
C 2.398 -6.658 0.546
C 3.318 -5.900 -0.448
C 3.049 -6.553 -1.797
C 1.746 -7.374 -1.685
C 1.188 -7.186 -0.279
H 4.131 -9.563 1.041
H 3.050 -9.228 -0.351
H 4.609 -8.371 -0.208
H 1.748 -6.761 3.617
H 2.920 -4.687 4.192
H 3.972 -6.082 4.553
H 5.789 -6.720 3.027
H 7.464 -5.991 1.341
H 7.195 -3.777 0.207
H 5.242 -2.306 0.792
H 3.667 -3.014 2.580
H 1.257 -4.223 2.713
H 1.056 -4.544 -0.375
H -0.032 -2.425 1.566
H -1.255 -0.675 0.639
H -2.939 -0.167 -1.160
H -2.724 -1.282 -3.394
H -0.782 -2.773 -3.860
H 0.911 -3.217 -2.061
H 3.052 -4.840 -0.441
H 4.357 -5.978 -0.099
H 2.960 -5.791 -2.579
H 3.889 -7.205 -2.061
H 1.019 -7.064 -2.443
H 1.963 -8.433 -1.860
H 0.817 -8.116 0.175
H 0.383 -6.445 -0.250

***

No. 6
Density functional theory data (ωB97M-V/def2-TZVPD) for 2 unconnected molecules or ions with the total composition C6H14O.

Structure (SMILES): C/C=C\[C@@H](C)O.C
Maximum force, eV/A: 0.51
Kohn-Sham gap, eV: 10.13
LUMO level, Ha: 0.03399
ΔE to the lowest compared entry with this formula, charge and spin, kcal/mol: 32.0
E_tot, Ha: -312.20403

CARTESIAN COORDINATES (ANGSTROEM)
C -0.871 0.538 -1.736
C -0.518 1.219 -0.446
C 2.279 0.839 -1.273
C -0.434 0.620 0.740
C -0.673 -0.855 0.937
C -0.364 -1.308 2.357
O -2.033 -1.110 0.598
H -0.379 1.008 -2.594
H -1.952 0.601 -1.885
H -0.608 -0.523 -1.730
H -0.273 2.281 -0.513
H 1.915 1.616 -1.955
H 2.378 -0.102 -1.817
H 3.233 1.148 -0.847
H -0.151 1.205 1.615
H 1.568 0.704 -0.461
H -0.017 -1.416 0.245
H -0.954 -0.731 3.075
H 0.698 -1.179 2.589
H -0.609 -2.369 2.484
H -2.178 -2.059 0.699

***

No. 7
Density functional theory data (ωB97M-V/def2-TZVPD) for a molecular structure, C38H36CsF3N6OSSb.

Maximum force, eV/A: 0.96
Kohn-Sham gap, eV: 6.64
LUMO level, Ha: 0.07487
ΔE to the lowest compared entry with this formula, charge and spin, kcal/mol: 5.7
E_tot, Ha: -2831.69368
Net charge: -1

CARTESIAN COORDINATES (ANGSTROEM)
Cs -0.455 2.027 1.128
O -4.004 1.815 2.357
C -3.100 0.977 2.090
N -2.821 0.397 0.948
C -3.785 0.719 -0.095
C -3.184 1.031 -1.452
C -3.716 2.066 -2.221
C -3.226 2.299 -3.492
C -2.199 1.500 -3.969
C -1.714 0.505 -3.141
N -2.193 0.263 -1.918
C -2.195 0.640 3.285
C -2.623 1.121 4.522
C -1.841 0.914 5.644
C -0.636 0.242 5.505
C -0.287 -0.208 4.244
N -1.047 -0.036 3.157
H -4.459 -0.140 -0.239
H -4.431 1.552 0.194
H -4.509 2.677 -1.808
H -3.632 3.099 -4.099
H -1.777 1.646 -4.955
H -0.900 -0.134 -3.466
H -3.556 1.661 4.552
H -2.159 1.283 6.611
H 0.025 0.076 6.346
H 0.656 -0.719 4.093
N 1.219 1.897 -2.165
C 1.391 2.727 -3.361
C 1.143 4.224 -3.180
C -0.314 4.613 -2.955
N -0.838 4.045 -1.706
H 0.265 2.033 -1.845
H 1.806 2.262 -1.417
H 0.720 2.343 -4.137
H 2.410 2.581 -3.730
H 1.496 4.750 -4.074
H 1.743 4.581 -2.336
H -0.920 4.234 -3.785
H -0.388 5.707 -2.981
H -1.738 4.449 -1.475
H -0.193 4.264 -0.948
S 1.834 4.334 0.729
C 2.617 3.161 1.733
C 3.546 3.598 2.716
C 4.206 2.680 3.498
C 3.951 1.317 3.328
C 3.026 0.964 2.371
N 2.371 1.841 1.590
H 3.719 4.659 2.822
H 4.922 3.016 4.240
H 4.453 0.561 3.917
H 2.784 -0.082 2.204
F 2.342 -3.722 -5.552
C 1.823 -3.221 -4.402
C 2.075 -1.908 -4.077
C 1.536 -1.402 -2.894
C 0.762 -2.206 -2.052
C 0.533 -3.531 -2.428
C 1.060 -4.048 -3.605
Sb 0.025 -1.342 -0.204
C 1.586 -2.269 0.988
C 1.357 -2.588 2.327
C 2.385 -3.007 3.165
C 3.657 -3.097 2.642
F 4.668 -3.500 3.452
C 3.936 -2.797 1.327
C 2.892 -2.384 0.505
C -1.397 -2.926 0.136
C -2.733 -2.712 -0.222
C -3.692 -3.705 -0.063
C -3.303 -4.915 0.467
F -4.234 -5.889 0.631
C -2.001 -5.175 0.833
C -1.052 -4.172 0.660
H 2.676 -1.295 -4.737
H 1.710 -0.361 -2.634
H -0.073 -4.174 -1.802
H 0.886 -5.073 -3.907
H 0.352 -2.508 2.728
H 2.210 -3.257 4.204
H 4.951 -2.880 0.961
H 3.110 -2.144 -0.530
H -3.018 -1.757 -0.636
H -4.727 -3.544 -0.336
H -1.739 -6.143 1.241
H -0.026 -4.381 0.939

***

No. 8
Density functional theory data (ωB97M-V/def2-TZVPD) for a single C5H7NO molecule.

Structure (SMILES): C[N@+]12CC([O-])=C1C2
Maximum force, eV/A: 0.42
Kohn-Sham gap, eV: 8.83
LUMO level, Ha: 0.02697
ΔE to the lowest compared entry with this formula, charge and spin, kcal/mol: 103.7
E_tot, Ha: -324.55927

CARTESIAN COORDINATES (ANGSTROEM)
O 2.129 -0.209 1.979
C 1.164 -0.021 1.279
C 1.010 0.819 0.011
N -0.284 0.161 -0.291
C -0.439 -0.806 -1.373
C -0.141 -0.706 1.181
C -1.205 0.257 0.840
H 1.745 0.663 -0.782
H 0.886 1.892 0.193
H 0.300 -0.607 -2.150
H -1.441 -0.761 -1.799
H -0.268 -1.792 -0.940
H -2.186 -0.150 0.587
H -1.269 1.261 1.264